{"formula": "C39H60BIrN7SSb", "method": "ωB97M-V/def2-TZVPD", "charge": 2, "lumo_ev": -5.979, "symbols": ["H", "H", "H", "H", "N", "C", "H", "C", "H", "H", "C", "C", "C", "H", "C", "H", "H", "H", "N", "H", "H", "C", "H", "C", "H", "C", "C", "Sb", "C", "C", "C", "H", "C", "H", "C", "B", "C", "C", "H", "C", "H", "C", "N", "H", "H", "H", "C", "H", "C", "H", "H", "H", "N", "H", "N", "C", "H", "C", "C", "C", "H", "H", "H", "H", "C", "C", "H", "H", "H", "H", "C", "H", "H", "S", "C", "C", "H", "C", "H", "H", "Ir", "H", "H", "H", "C", "H", "H", "H", "H", "H", "H", "C", "C", "H", "H", "H", "H", "H", "C", "C", "C", "N", "N", "H", "H", "H", "H", "C", "C", "H"], "positions_angstrom": [[-1.741, -0.586, 4.717], [-1.589, 4.902, -3.875], [-1.374, -5.326, 3.743], [-7.289, 0.429, -2.421], [-1.693, 0.511, -0.076], [4.420, -0.134, -0.161], [-3.603, 5.504, -0.142], [1.956, 3.531, 0.770], [-0.068, -0.511, 1.828], [-1.582, 2.454, -3.480], [-2.592, 5.346, -2.032], [0.067, -1.026, 2.822], [2.888, 2.512, -3.903], [-4.507, -5.060, 3.989], [-2.025, 3.126, -2.755], [-0.103, -1.800, -0.730], [-1.314, -5.885, 0.167], [0.325, -3.608, 3.744], [3.165, 0.315, -0.303], [-6.290, -0.044, 1.717], [-0.027, -5.526, -0.965], [3.063, 4.468, 0.429], [-3.304, -3.882, 4.478], [-3.156, 4.835, -0.866], [-1.878, 1.212, 0.632], [-5.211, 0.590, -1.942], [-0.979, 2.206, 2.532], [-2.190, -2.887, 1.508], [5.617, 0.632, -0.612], [0.879, 0.875, -4.054], [2.999, -1.642, 0.646], [3.887, 2.106, -3.745], [0.037, -2.919, -0.808], [2.894, -2.987, 2.291], [-2.025, 4.499, -2.972], [2.647, 1.640, -0.887], [-3.954, -5.353, 1.429], [-0.815, -0.932, -3.420], [0.797, 4.503, 2.372], [4.350, -1.374, 0.440], [-1.194, -3.621, 4.647], [-1.039, -1.981, 3.231], [0.714, 0.405, -1.890], [-4.903, 0.764, -2.966], [3.086, 4.686, -0.637], [2.842, 3.488, -3.420], [0.199, 0.117, -3.109], [0.147, -3.053, -1.887], [-1.095, -3.769, -0.262], [2.882, -3.764, 0.721], [-2.564, -6.573, 3.416], [3.545, 2.338, -1.232], [1.737, 1.284, -2.073], [5.687, 1.597, -0.111], [0.713, 1.709, 0.695], [1.845, 1.590, -3.372], [0.994, -3.135, -0.355], [-0.524, -5.170, -0.053], [-3.167, 3.471, -0.641], [-6.549, 0.406, -1.633], [-2.609, -0.466, 3.182], [-4.527, -6.147, 1.918], [-2.666, -2.781, -1.416], [2.741, 2.648, -4.971], [-2.027, -5.727, 2.971], [2.502, -2.905, 1.276], [-3.643, 3.067, 0.245], [5.589, 0.812, -1.687], [-1.578, -0.544, -4.094], [0.148, -0.182, 3.515], [-5.985, 0.138, 0.696], [5.177, -2.014, 0.696], [-4.669, -4.647, 1.000], [-2.595, 0.872, -1.379], [-4.641, 0.318, 0.402], [-2.156, -1.169, 3.885], [-1.872, 2.726, 2.179], [-0.432, -2.978, 4.215], [0.048, -2.454, 5.051], [-0.776, 2.569, 3.538], [0.271, -0.088, -0.012], [-1.844, -4.104, -2.257], [-3.394, -5.824, 0.622], [-2.610, 6.412, -2.212], [-2.595, 2.631, -1.592], [-3.892, 0.242, 1.178], [-4.592, -3.425, 3.341], [-1.300, -1.331, -2.543], [-3.038, -4.450, -1.016], [2.926, 5.401, 0.970], [4.031, 4.051, 0.709], [0.951, 3.668, 1.708], [-3.902, -4.221, 3.632], [1.420, -2.982, 1.322], [-7.981, 0.051, -0.079], [1.040, -1.493, 2.770], [-1.187, 1.143, 2.618], [0.713, 0.870, -5.118], [0.190, 2.508, 1.653], [-6.934, 0.188, -0.316], [-4.278, 0.553, -0.914], [2.273, -0.596, 0.195], [1.797, 2.340, 0.178], [-0.321, -1.758, -3.935], [0.208, -5.201, 0.754], [-2.951, -1.789, 4.290], [-1.404, -6.131, 2.178], [-3.042, -4.702, 2.466], [-2.231, -3.775, -1.285], [6.516, 0.064, -0.385]], "forces_ev_per_a": [[-0.03, -0.03, 0.02], [-0.02, 0.00, -0.01], [-0.03, -0.08, -0.06], [0.00, 0.01, 0.00], [-0.35, 0.21, -0.06], [0.00, 0.00, -0.01], [-0.01, 0.00, -0.01], [0.10, 0.02, -0.08], [-0.47, 0.08, -0.19], [-0.02, -0.01, -0.01], [-0.02, 0.01, 0.02], [0.38, -0.09, 0.11], [-0.03, 0.02, -0.01], [0.01, 0.01, 0.01], [0.09, 0.02, 0.03], [-0.53, 0.17, -0.03], [0.03, -0.01, 0.01], [-0.02, -0.03, 0.00], [-0.23, 0.12, 0.11], [0.00, -0.01, -0.01], [-0.02, 0.05, -0.01], [-0.01, 0.00, 0.01], [-0.02, 0.03, 0.00], [0.03, 0.02, 0.00], [-0.06, -0.07, 0.13], [-0.04, 0.01, 0.01], [-0.02, -0.09, -0.08], [-0.30, -0.01, 0.02], [-0.01, -0.01, 0.02], [-0.04, -0.07, -0.10], [-0.02, 0.15, -0.04], [0.00, 0.00, 0.00], [0.39, -0.13, -0.03], [0.01, 0.02, 0.00], [0.03, -0.04, 0.02], [0.17, -0.10, -0.01], [-0.04, -0.05, 0.01], [0.05, 0.00, -0.07], [-0.01, -0.01, 0.01], [0.05, -0.04, -0.02], [0.04, 0.06, 0.01], [0.04, -0.29, -0.47], [-0.10, 0.10, -0.72], [0.00, 0.01, 0.01], [-0.01, 0.00, 0.00], [0.00, 0.00, 0.00], [0.08, 0.02, 0.23], [-0.02, 0.05, -0.04], [0.02, 0.26, 0.48], [-0.02, 0.00, -0.02], [-0.03, 0.03, -0.02], [-0.02, -0.02, -0.02], [-0.22, 0.19, 0.03], [-0.01, 0.00, 0.01], [0.04, 0.63, 0.38], [0.15, 0.02, 0.04], [-0.17, 0.00, -0.20], [0.02, -0.03, -0.20], [0.01, 0.01, -0.02], [0.02, 0.00, -0.03], [-0.05, 0.01, -0.01], [-0.01, 0.02, -0.01], [-0.01, 0.00, 0.00], [0.01, 0.00, 0.00], [-0.04, -0.05, 0.05], [0.01, 0.10, 0.21], [-0.03, -0.03, -0.01], [0.00, -0.01, 0.00], [0.00, 0.04, 0.03], [0.04, -0.03, -0.06], [-0.01, -0.01, 0.00], [-0.01, 0.00, 0.00], [0.00, -0.01, -0.01], [0.29, -0.24, -0.13], [-0.03, -0.04, -0.03], [0.11, 0.15, 0.16], [-0.06, 0.00, 0.01], [0.02, 0.14, 0.16], [-0.01, 0.04, -0.04], [0.01, 0.06, -0.02], [0.59, -0.87, 0.35], [-0.03, -0.02, 0.02], [-0.02, 0.01, -0.05], [0.02, 0.00, 0.01], [-0.12, 0.06, -0.01], [0.04, 0.00, 0.01], [0.00, 0.00, 0.02], [-0.15, -0.03, 0.17], [-0.08, -0.04, 0.07], [0.01, 0.00, 0.00], [0.00, 0.00, 0.00], [-0.03, 0.03, 0.12], [-0.08, -0.03, 0.03], [0.06, 0.06, 0.23], [0.00, -0.01, 0.00], [0.13, -0.12, -0.04], [-0.10, 0.12, -0.10], [0.00, -0.03, 0.00], [0.07, -0.12, -0.11], [0.00, 0.00, 0.04], [-0.04, 0.10, 0.08], [0.42, -0.37, 0.00], [-0.08, 0.07, -0.06], [0.01, 0.01, -0.01], [-0.01, -0.02, 0.01], [-0.06, -0.05, -0.02], [-0.01, -0.01, 0.03], [0.30, 0.06, -0.03], [0.11, -0.01, -0.22], [0.00, 0.00, 0.00]], "lowdin_charge": [0.101, 0.118, 0.054, 0.120, -0.429, -0.240, 0.119, -0.233, -0.015, 0.102, -0.043, -0.117, 0.009, 0.096, -0.070, -0.012, 0.062, 0.082, 0.038, 0.117, 0.100, 0.008, 0.061, -0.044, -0.023, -0.071, -0.017, 1.616, 0.006, 0.034, -0.282, 0.092, -0.123, 0.104, -0.048, -0.496, -0.132, -0.042, 0.132, 0.040, 0.057, -0.679, -0.059, 0.120, 0.088, 0.091, -0.303, 0.100, -0.679, 0.107, 0.100, 0.125, 0.055, 0.089, -0.065, -0.237, 0.041, -0.098, -0.068, -0.047, 0.046, 0.096, 0.054, 0.094, -0.095, -0.038, 0.113, 0.090, 0.095, 0.102, -0.049, 0.131, 0.080, 1.091, -0.092, -0.147, 0.088, -0.099, 0.100, 0.108, 1.283, 0.100, 0.059, 0.119, -0.388, 0.075, 0.077, 0.016, 0.063, 0.094, 0.095, 0.047, -0.132, 0.034, 0.119, 0.063, 0.027, 0.134, -0.272, -0.045, -0.401, -0.047, 0.053, 0.103, 0.081, 0.062, 0.055, -0.704, -0.147, 0.094]}

{"formula": "C25H41N2OPdS", "method": "ωB97M-V/def2-TZVPD", "charge": -1, "e_above_lowest_kj_mol": 0.0, "lumo_ev": 2.875, "symbols": ["H", "H", "H", "H", "H", "H", "H", "H", "C", "H", "C", "C", "H", "C", "H", "H", "C", "C", "O", "H", "H", "C", "H", "C", "H", "C", "H", "C", "C", "N", "S", "H", "H", "H", "Pd", "H", "C", "H", "H", "N", "C", "H", "H", "H", "C", "H", "H", "C", "H", "C", "H", "H", "C", "H", "H", "H", "H", "H", "C", "H", "C", "C", "H", "H", "C", "C", "C", "C", "H", "H", "C"], "positions_angstrom": [[-1.463, -3.518, -0.449], [1.942, 0.352, 1.659], [-1.274, -3.809, 1.331], [0.143, -3.911, 2.366], [-2.971, -2.982, 3.072], [-0.217, 3.152, 0.994], [-3.080, 4.543, 0.958], [-0.976, 0.684, 3.404], [2.326, -0.111, 0.730], [-4.266, -1.930, -1.936], [-3.810, -1.182, -1.283], [-0.144, 1.204, -3.213], [-0.120, -0.963, 4.334], [-2.957, -1.904, -0.229], [-2.861, 4.169, 3.443], [-2.411, -3.179, -1.891], [-2.841, 3.091, 3.247], [-3.878, -2.873, 0.520], [1.324, -0.783, 0.034], [-3.196, -0.519, -1.897], [-1.111, -2.082, -1.408], [-2.348, -0.853, 0.731], [-0.842, 4.526, 1.926], [-0.467, -3.225, 1.771], [0.726, -0.343, -6.543], [0.286, 1.460, -5.429], [-2.407, -1.861, 4.310], [2.937, 1.007, -0.101], [-0.774, 3.434, 1.888], [-0.009, 2.034, -4.272], [-0.461, 1.954, -1.659], [3.427, 0.581, -0.982], [-2.586, 3.297, -0.201], [3.773, -1.615, 0.241], [-0.524, 0.150, -0.128], [0.724, -2.558, -5.410], [-3.019, 3.464, 0.788], [3.677, 1.574, 0.477], [-4.614, -0.598, -0.830], [0.017, -0.121, -3.276], [-0.998, -2.109, 2.675], [0.961, -1.181, 2.946], [2.162, 1.693, -0.450], [-4.415, -3.502, -0.197], [-1.549, -0.924, 1.894], [-1.696, -3.482, 4.197], [-4.616, -2.331, 1.119], [0.536, -2.157, -4.413], [-3.868, 2.719, 3.263], [-2.181, 2.815, 1.889], [-3.210, 0.970, -0.246], [2.941, -1.903, 1.776], [0.185, -1.658, 3.551], [-4.037, 3.063, 0.786], [0.380, 2.129, -6.281], [-3.322, -3.536, 1.182], [-0.341, -2.645, -3.981], [4.211, -0.662, 1.682], [-2.088, 1.318, 1.674], [-0.202, 3.092, 2.755], [-2.562, 0.555, 0.505], [-1.479, 0.437, 2.482], [-2.296, 2.607, 4.059], [1.381, -2.392, -3.764], [-2.090, -2.643, 3.614], [0.333, -0.668, -4.439], [-1.916, -2.718, -1.030], [3.380, -1.130, 1.140], [0.619, -2.534, 4.041], [0.152, -2.806, 0.972], [0.480, 0.097, -5.586]], "forces_ev_per_a": [[-0.07, 0.12, -0.16], [-0.09, 0.06, 0.10], [0.06, 0.02, 0.14], [-0.01, -0.02, -0.01], [0.04, 0.01, 0.01], [-0.05, 0.01, -0.03], [-0.01, -0.02, -0.02], [0.10, -0.05, -0.02], [-0.35, -0.11, -0.25], [0.01, 0.02, -0.01], [-0.07, 0.00, 0.00], [0.35, 0.40, 0.32], [-0.02, -0.01, -0.01], [0.25, 0.06, -0.02], [-0.01, -0.04, -0.01], [-0.03, -0.02, 0.02], [-0.05, 0.05, 0.01], [-0.08, -0.02, 0.03], [-0.16, 0.29, -0.16], [0.00, -0.01, 0.01], [-0.04, 0.08, -0.01], [-0.62, 0.10, -0.08], [0.01, -0.02, 0.04], [-0.03, -0.07, 0.04], [0.02, 0.02, 0.01], [-0.05, 0.16, 0.09], [0.01, -0.02, -0.02], [0.19, 0.15, -0.08], [0.02, -0.02, -0.01], [-0.12, -0.14, -0.06], [0.11, -0.66, -0.35], [-0.02, 0.02, 0.01], [0.03, 0.00, 0.07], [0.00, 0.01, 0.03], [0.16, 0.31, 1.00], [0.00, 0.00, 0.01], [-0.04, 0.07, -0.05], [0.01, -0.01, -0.04], [0.01, -0.01, 0.02], [-0.20, -0.08, 0.21], [0.19, 0.11, -0.04], [-0.06, -0.04, -0.01], [0.01, -0.06, 0.04], [0.01, 0.01, 0.01], [0.26, 0.25, -0.10], [-0.03, 0.01, 0.01], [0.02, -0.01, -0.02], [-0.03, -0.01, -0.07], [0.03, 0.00, 0.00], [0.03, -0.05, -0.12], [-0.04, 0.02, 0.00], [0.00, 0.04, -0.04], [0.03, 0.02, -0.06], [0.02, 0.01, 0.00], [0.01, 0.01, 0.00], [-0.03, 0.04, -0.04], [0.05, 0.06, -0.04], [-0.02, -0.01, -0.02], [-0.52, 0.15, -0.76], [-0.01, -0.01, -0.02], [0.35, 0.21, 0.01], [0.21, -0.98, 0.28], [0.01, 0.01, -0.03], [-0.01, 0.01, 0.00], [0.04, -0.02, 0.12], [-0.01, -0.22, 0.05], [0.01, -0.05, -0.04], [0.20, -0.10, 0.04], [0.01, 0.02, 0.01], [0.02, 0.00, 0.09], [0.00, -0.03, -0.03]], "lowdin_charge": [0.049, 0.106, 0.051, 0.082, 0.057, 0.050, 0.080, 0.104, -0.647, 0.078, -0.076, -0.790, 0.071, -0.515, 0.078, 0.077, -0.058, -0.055, -0.366, 0.084, 0.060, -0.227, 0.079, -0.048, 0.091, -0.170, 0.085, -0.089, -0.047, 0.032, 0.614, 0.075, 0.046, 0.073, 0.717, 0.065, -0.066, 0.066, 0.084, 0.087, -0.527, 0.069, 0.023, 0.080, -0.138, 0.083, 0.091, -0.034, 0.083, -0.560, 0.081, 0.057, -0.056, 0.084, 0.096, 0.051, 0.070, 0.067, -0.225, 0.081, -0.165, -0.027, 0.073, 0.085, -0.042, -0.352, -0.058, -0.087, 0.081, 0.078, -0.051]}

{"formula": "C9H10Cl4MnN2O2SSi", "method": "ωB97M-V/def2-TZVPD", "charge": 0, "e_above_lowest_kj_mol": 159.6, "spin_multiplicity": 6, "lumo_ev": [-0.700, -1.065], "symbols": ["C", "H", "S", "H", "H", "H", "N", "Si", "H", "H", "Cl", "O", "H", "Cl", "C", "C", "Cl", "Mn", "H", "C", "O", "C", "C", "N", "C", "H", "C", "C", "H", "Cl"], "positions_angstrom": [[-1.054, -1.571, -0.604], [3.017, -3.767, -0.526], [0.285, 1.486, 1.861], [-1.453, 5.825, 1.845], [1.893, -5.962, -0.593], [-2.117, -1.745, -0.825], [-1.612, 2.330, 0.215], [2.879, 2.007, -0.341], [-1.923, -4.049, -0.663], [-2.156, 3.029, -0.260], [-0.857, -6.688, -0.643], [1.823, -1.495, -0.425], [-2.010, 4.946, 0.431], [0.725, 1.252, -2.582], [-0.225, -2.726, -0.557], [-0.814, 2.625, 1.244], [4.588, 2.388, -1.433], [1.177, 0.396, -0.644], [-1.498, 1.425, -0.222], [1.311, -5.050, -0.579], [-0.694, -0.398, -0.416], [-0.090, -5.131, -0.609], [-0.842, -3.992, -0.619], [-0.886, 3.830, 1.811], [-1.847, 4.871, 1.506], [-0.262, 3.957, 2.590], [1.207, -2.618, -0.499], [1.937, -3.833, -0.542], [-2.806, 4.691, 1.998], [2.303, 3.966, 0.083]], "forces_ev_per_a": [[-0.03, -0.12, 0.20], [-0.01, 0.01, 0.01], [0.29, -0.13, -0.17], [0.01, 0.00, 0.00], [0.00, -0.01, 0.00], [-0.04, -0.03, 0.14], [-0.04, 0.11, -0.01], [1.09, 1.64, -0.07], [0.01, -0.03, -0.01], [-0.01, 0.00, 0.02], [-0.02, -0.09, -0.01], [0.20, 0.11, -0.08], [0.04, 0.07, 0.00], [0.00, 0.91, -1.25], [0.44, 0.14, -0.16], [0.08, -0.12, -0.02], [-0.04, -0.22, 0.03], [-0.51, -1.73, 1.64], [-0.04, -0.04, -0.01], [0.10, 0.20, -0.02], [-0.88, -0.35, -0.25], [-0.22, 0.11, 0.01], [-0.02, -0.11, -0.05], [-0.09, 0.12, 0.01], [-0.05, -0.12, -0.02], [0.04, 0.01, -0.01], [-0.38, 0.08, 0.04], [0.10, -0.19, 0.09], [-0.01, 0.00, -0.04], [-0.02, -0.24, -0.01]], "nbo_charge": [0.449, 0.229, -0.315, 0.226, 0.229, 0.141, -0.789, 0.897, 0.223, 0.397, -0.008, -0.810, 0.198, -0.603, -0.259, 0.346, -0.406, 1.206, 0.443, -0.158, -0.721, -0.097, -0.166, -0.575, -0.421, 0.423, 0.425, -0.278, 0.204, -0.431]}